Record 1
{"formula": "C20H24AlN2O6", "method": "wB97M-V/def2-TZVPD", "species": ["Al", "C", "O", "C", "C", "O", "C", "C", "O", "C", "H", "H", "H", "H", "H", "H", "H", "H", "H", "H", "H", "H", "H", "H", "O", "C", "C", "C", "C", "C", "C", "C", "O", "N", "N", "C", "C", "C", "C", "C", "C", "C", "O", "H", "H", "H", "H", "H", "H", "H", "H", "H", "H"], "coordinates": [[0.766201, 0.002177, -0.035730], [-1.149377, 1.699953, 1.407754], [0.221090, 1.231583, 1.331416], [0.898193, 1.281104, 2.604233], [2.281216, 0.728082, 2.358276], [2.162327, -0.484244, 1.618507], [2.187639, -1.715097, 2.358595], [0.800241, -2.043643, 2.869993], [-0.061285, -1.688393, 1.813316], [-1.368243, -2.244463, 1.938849], [-1.139760, 2.751970, 1.684728], [-1.680315, 1.107861, 2.152575], [-1.601585, 1.574390, 0.429005], [0.328855, 0.680627, 3.314456], [0.930489, 2.318486, 2.938448], [2.804166, 0.563451, 3.300652], [2.863259, 1.413416, 1.740681], [2.917693, -1.644207, 3.164895], [2.515894, -2.465776, 1.642803], [0.544981, -1.492807, 3.783630], [0.733980, -3.112398, 3.094944], [-1.323111, -3.333934, 1.890796], [-1.960700, -1.879762, 1.106959], [-1.820603, -1.941229, 2.887763], [-1.577025, -3.432513, -1.362830], [-2.693955, -2.713480, -1.651385], [-3.898941, -3.353651, -1.926121], [-5.028808, -2.624610, -2.245382], [-4.974518, -1.236949, -2.299021], [-3.781446, -0.599047, -2.028919], [-2.627712, -1.314183, -1.694356], [-1.392065, -0.558236, -1.415158], [-0.454967, -1.123092, -0.669066], [-1.281676, 0.659356, -1.860668], [-0.057317, 1.150355, -1.419260], [0.491477, 2.125556, -2.038763], [1.860581, 2.499440, -1.756349], [2.358411, 3.731496, -2.201515], [3.683818, 4.061825, -2.045126], [4.550852, 3.131086, -1.467858], [4.090916, 1.899932, -1.044879], [2.739244, 1.564474, -1.162587], [2.334215, 0.362658, -0.738419], [-1.762345, -4.368118, -1.509403], [-3.938609, -4.437014, -1.895301], [-5.955446, -3.141791, -2.456253], [-5.854084, -0.662024, -2.552468], [-3.711541, 0.479046, -2.075298], [-0.061379, 2.616428, -2.838043], [1.674141, 4.423865, -2.678550], [4.054296, 5.019443, -2.382268], [5.600932, 3.369728, -1.360031], [4.761708, 1.162885, -0.622268]], "forces_ev_per_angstrom": [[0.435, 0.087, -0.388], [0.005, -0.011, 0.017], [-0.075, -0.003, -0.004], [-0.029, -0.008, -0.038], [-0.019, 0.046, 0.043], [-0.155, -0.147, -0.081], [-0.079, -0.004, 0.037], [0.068, 0.008, -0.079], [-0.194, 0.000, 0.125], [0.012, -0.014, 0.039], [0.004, 0.003, 0.012], [-0.008, -0.005, -0.001], [0.008, 0.000, -0.008], [-0.013, 0.008, 0.011], [0.017, 0.002, 0.006], [0.019, -0.018, -0.016], [0.010, -0.017, -0.020], [0.034, 0.006, -0.025], [-0.005, -0.005, -0.012], [0.001, 0.000, 0.012], [0.011, -0.007, 0.007], [0.011, -0.006, 0.004], [0.007, 0.011, -0.026], [-0.002, 0.004, 0.001], [0.003, -0.071, -0.003], [0.019, 0.046, -0.022], [-0.028, -0.017, -0.006], [0.020, 0.005, 0.006], [-0.007, 0.021, -0.003], [-0.015, 0.010, 0.002], [0.076, -0.063, 0.016], [-0.006, 0.022, 0.024], [-0.039, 0.002, 0.172], [0.035, 0.044, -0.033], [-0.072, -0.153, 0.201], [0.061, 0.108, -0.094], [-0.050, -0.062, -0.005], [-0.081, 0.004, -0.034], [0.082, -0.007, 0.025], [-0.066, 0.015, -0.023], [0.018, -0.030, 0.009], [-0.063, 0.011, -0.072], [0.030, 0.110, 0.202], [-0.006, 0.061, 0.008], [-0.003, 0.004, 0.001], [0.007, -0.008, 0.000], [0.004, -0.007, 0.003], [-0.013, -0.009, -0.001], [0.007, 0.018, 0.017], [0.019, 0.004, 0.001], [0.000, -0.006, -0.003], [0.000, 0.006, 0.000], [0.003, 0.010, -0.002]], "homo_energy_ev": -10.832, "gap_ev": 8.13, "e_tot_ev": -42988.9643, "charge": 1, "relative_energy_ev": 0.764}

Record 2
{"formula": "C28H35AsN8O4S2Sr", "method": "wB97M-V/def2-TZVPD", "species": ["Sr", "C", "N", "C", "C", "N", "N", "C", "N", "N", "H", "H", "H", "H", "H", "H", "H", "H", "H", "H", "H", "S", "C", "C", "C", "C", "C", "C", "As", "C", "C", "C", "C", "C", "C", "C", "C", "C", "C", "C", "C", "H", "H", "H", "H", "H", "H", "H", "H", "H", "H", "H", "H", "H", "H", "C", "S", "O", "O", "O", "H", "H", "H", "C", "N", "C", "C", "C", "N", "C", "O", "N", "H", "H", "H", "H", "H", "H", "H"], "coordinates": [[-0.629799, -0.245712, 0.271847], [-1.289495, -4.687879, -0.487320], [-1.103883, -3.776090, -1.605425], [-2.173118, -3.829311, -2.599950], [-0.366792, -2.643475, -1.373412], [0.540299, -2.508535, -0.473625], [-0.751903, -1.549138, -2.169384], [-0.121877, -0.367658, -2.572114], [-0.696201, 0.085704, -3.743777], [0.777876, 0.248181, -1.894596], [-1.704986, -5.618323, -0.866944], [-1.977595, -4.271621, 0.256649], [-0.348959, -4.938971, -0.002999], [-3.054833, -3.260872, -2.295189], [-2.437539, -4.875150, -2.741686], [-1.815944, -3.487572, -3.570633], [0.707223, -3.339403, 0.073614], [-1.316762, -1.869195, -2.941904], [-1.695903, -0.078108, -3.802045], [-0.458484, 1.039644, -3.964812], [1.011404, 1.143151, -2.308223], [2.103959, -0.059528, 1.693304], [2.181331, 0.476056, 3.358590], [3.295592, 0.144790, 4.146848], [3.410400, 0.570600, 5.456291], [2.416593, 1.350920, 6.039319], [1.307174, 1.692884, 5.285393], [1.187836, 1.265965, 3.964542], [-0.386363, 1.636876, 2.918661], [-1.454462, 2.711119, 4.141885], [-2.417726, 2.064879, 4.911350], [-3.194004, 2.779035, 5.813173], [-3.019490, 4.149463, 5.943056], [-2.066676, 4.802084, 5.173153], [-1.284553, 4.085695, 4.277578], [0.209295, 3.008727, 1.670799], [1.495941, 3.535498, 1.683378], [1.875936, 4.458204, 0.720160], [0.980115, 4.851646, -0.266556], [-0.300733, 4.319415, -0.291909], [-0.683515, 3.396802, 0.673999], [4.072028, -0.462535, 3.699244], [4.284925, 0.290909, 6.031657], [2.506177, 1.686261, 7.064261], [0.524732, 2.299006, 5.726364], [-2.560008, 0.995071, 4.804615], [-3.937173, 2.267007, 6.411157], [-3.626870, 4.708984, 6.642966], [-1.929815, 5.871514, 5.272182], [-0.538522, 4.597382, 3.681428], [2.200510, 3.208837, 2.438418], [2.879263, 4.864826, 0.733390], [1.282631, 5.571224, -1.016947], [-1.002588, 4.618475, -1.060278], [-1.685712, 2.978025, 0.645850], [-5.134456, 0.278704, -0.600714], [-3.516072, -0.234066, -1.075256], [-3.065201, -1.243133, -0.089511], [-3.637774, -0.752486, -2.425592], [-2.637309, 0.949691, -0.971152], [-5.776334, -0.598107, -0.623834], [-5.465715, 1.023029, -1.320204], [-5.096170, 0.703276, 0.399784], [2.118665, -4.145370, -6.623429], [2.465418, -3.409765, -5.415054], [3.767010, -3.230643, -5.082415], [4.138466, -2.550313, -3.981938], [3.075027, -2.029608, -3.168565], [1.809279, -2.187791, -3.496241], [1.441573, -2.863949, -4.611498], [0.272168, -3.015028, -4.947501], [3.361890, -1.334503, -2.058098], [2.558614, -5.142235, -6.596546], [2.471837, -3.616276, -7.509046], [1.037845, -4.224531, -6.661212], [4.487586, -3.670814, -5.759858], [5.178493, -2.413753, -3.729281], [4.311421, -1.196518, -1.767891], [2.614781, -1.001592, -1.460342]], "forces_ev_per_angstrom": [[0.493, 0.330, 0.667], [0.059, -0.052, -0.014], [-0.004, 0.044, -0.033], [0.071, -0.020, -0.084], [0.158, -0.259, -0.277], [-0.349, 0.911, 0.090], [0.151, -0.405, -0.464], [0.004, 0.217, -0.485], [0.066, 0.019, 0.237], [-0.383, -0.484, 0.479], [-0.012, 0.011, 0.008], [0.021, -0.001, 0.010], [0.016, -0.002, -0.017], [-0.008, 0.006, -0.007], [-0.052, 0.021, 0.049], [0.056, 0.026, -0.046], [0.038, -0.026, -0.035], [-0.279, 0.095, 0.197], [0.011, -0.042, -0.059], [-0.021, 0.008, 0.004], [0.042, 0.006, 0.004], [-0.424, -0.053, -0.116], [0.052, 0.050, 0.027], [0.004, -0.005, -0.034], [-0.006, 0.006, 0.010], [0.013, -0.007, -0.007], [-0.001, 0.006, -0.016], [-0.012, 0.050, 0.026], [-0.141, -0.212, -0.143], [0.042, 0.046, 0.009], [0.021, 0.011, -0.025], [-0.007, -0.003, 0.009], [-0.004, 0.001, 0.007], [0.007, -0.001, -0.005], [-0.011, -0.013, 0.007], [0.006, -0.025, -0.048], [-0.017, 0.010, 0.004], [0.008, -0.006, 0.007], [-0.006, 0.004, -0.005], [0.004, 0.008, -0.008], [0.020, -0.032, 0.025], [0.005, 0.003, 0.004], [0.000, 0.000, 0.000], [-0.002, 0.000, 0.000], [0.006, -0.002, 0.007], [-0.013, -0.001, 0.015], [0.000, -0.001, -0.002], [0.000, 0.000, -0.002], [0.003, 0.000, -0.001], [-0.004, 0.013, 0.004], [0.013, 0.001, -0.002], [0.000, 0.002, 0.000], [0.002, -0.002, -0.001], [-0.004, -0.004, 0.001], [-0.008, 0.020, -0.019], [0.046, 0.031, 0.135], [0.272, -0.192, -0.053], [0.028, 0.121, -0.042], [0.008, 0.085, -0.003], [0.112, -0.092, 0.036], [-0.032, 0.017, -0.016], [-0.026, -0.016, -0.010], [0.011, -0.018, 0.001], [-0.006, 0.004, 0.011], [0.020, -0.007, -0.030], [0.022, -0.005, -0.009], [0.012, -0.029, 0.011], [0.033, 0.185, 0.002], [-0.005, -0.100, 0.043], [-0.072, 0.022, -0.032], [-0.012, -0.073, 0.082], [0.014, -0.117, 0.002], [0.005, 0.000, -0.003], [-0.001, 0.002, -0.002], [0.000, -0.002, 0.000], [0.005, 0.002, 0.000], [0.000, -0.007, 0.009], [0.015, -0.052, 0.023], [-0.076, -0.031, -0.108]], "homo_energy_ev": -6.582, "gap_ev": 7.01, "e_tot_ev": -133065.0235, "charge": 0, "relative_energy_ev": 0.815}

Record 3
{"formula": "C6H11FNS", "method": "wB97M-V/def2-TZVPD", "species": ["C", "C", "C", "C", "C", "C", "N", "F", "S", "H", "H", "H", "H", "H", "H", "H", "H", "H", "H", "H"], "coordinates": [[1.673455, 0.980740, -0.630928], [0.785840, 0.264996, -0.250514], [2.454160, 1.971200, -1.393567], [0.824844, -2.695108, -0.017584], [-0.471041, 0.094905, 1.772317], [-0.140448, -1.956336, 0.435503], [-0.238804, -0.485492, 0.284041], [-2.694488, 0.894092, -0.370046], [-4.090706, 0.956731, -1.244590], [2.011973, 2.134502, -2.338040], [2.538898, 2.951782, -0.861217], [3.404522, 1.581314, -1.571828], [0.965487, -3.816512, 0.066092], [1.584782, -2.227502, -0.637863], [-4.944250, 1.376082, -0.102668], [-0.387515, 1.084288, 1.740697], [-1.405649, -0.231459, 1.937607], [0.229977, -0.224700, 2.486785], [-0.989411, -2.339980, 0.957115], [-1.111632, -0.313540, -0.261314]], "forces_ev_per_angstrom": [[-1.140, 0.338, -0.626], [1.500, 0.094, -0.779], [-0.543, 0.666, 1.968], [1.623, -1.323, -1.191], [1.169, -2.577, -2.426], [-0.374, -0.270, 0.186], [-0.452, 0.372, 2.125], [0.212, -0.089, 0.082], [-1.631, 0.753, 1.941], [-0.759, 0.157, -0.998], [-0.075, -0.932, -0.317], [1.786, -0.448, -0.193], [-0.746, 1.632, 0.222], [0.181, 0.069, 0.219], [1.494, -0.741, -2.021], [-0.020, 4.166, -0.639], [-3.302, -0.918, 1.212], [1.122, -1.224, 0.330], [-0.422, -0.013, 0.373], [0.377, 0.287, 0.532]], "homo_energy_ev": -13.084, "gap_ev": 9.70, "e_tot_ev": -21431.4795, "charge": 1, "relative_energy_ev": 1.249}

no.,LUMO (eV)
1,-2.699
2,0.430
3,-3.381